[1]
The molecule C25H23N3O3. Source: the Open Molecules 2025 dataset; level of theory: the ωB97M-V functional and the def2-TZVPD basis.

Summary:
- LUMO energy: 0.2 eV
- Energy relative to the best compared isomer or geometry (same formula, charge and spin): 0.0 kJ/mol
- Total energy: -36913.1028 eV
- Orbital gap: 8.497 eV

Structure (XYZ):
```
54
C25H23N3O3 (the ωB97M-V functional and the def2-TZVPD basis)
O -4.3206 -4.3814 0.0919
O 3.0863 0.5277 0.9330
O -5.6459 -2.5757 0.1332
N 0.2206 -0.1649 -0.1619
N 2.4174 -1.2602 -0.3205
N 0.4049 -2.3999 -0.1571
C 0.5073 1.2461 -0.2223
C -1.0572 -0.6679 -0.0884
C -3.5323 3.8196 0.3560
C -0.9250 -2.0778 -0.0874
C 5.7207 -0.5320 0.9666
C -2.3306 3.5771 0.9964
C 5.1463 -1.5798 -1.1211
C 3.3588 -0.4509 0.2726
C -2.2989 -0.0489 -0.0467
C 7.4184 -1.6002 -0.3431
C -5.4813 -5.1931 0.1544
C -3.5430 4.2456 -0.9619
C -2.3460 4.4338 -1.6304
C 0.1719 3.4246 1.0225
C -2.0450 -2.8927 -0.0296
C 0.3515 1.9079 1.1506
C 4.7600 -0.8828 0.0212
C 1.0397 -1.2579 -0.1847
C 7.0418 -0.8963 0.7892
C -1.1447 4.1885 -0.9870
C -1.1216 3.7547 0.3323
C -3.2852 -2.2704 0.0218
C 6.4719 -1.9321 -1.2991
C -4.5372 -3.0543 0.0877
C -3.4025 -0.8703 0.0091
H -2.4033 1.0252 -0.0587
H -2.3277 3.2458 2.0254
H -6.0446 -4.9821 1.0661
H 8.4504 -1.8839 -0.4858
H -4.4805 4.4322 -1.4640
H -2.3466 4.7704 -2.6570
H -5.1337 -6.2231 0.1498
H -6.1264 -5.0017 -0.7060
H -0.5199 1.4824 1.6527
H -1.9544 -3.9655 -0.0253
H -4.4628 3.6735 0.8848
H -4.3961 -0.4510 0.0448
H -0.2128 4.3393 -1.5144
H 2.7341 -2.1762 -0.6122
H 1.5200 1.3929 -0.5973
H 5.4082 0.0245 1.8373
H -0.2007 1.6905 -0.9302
H 0.1740 3.8594 2.0240
H 7.7791 -0.6288 1.5310
H 1.0138 3.8424 0.4680
H 1.2361 1.6872 1.7473
H 6.7685 -2.4667 -2.1893
H 4.4249 -1.8226 -1.8882
```

Löwdin atomic charge list, values in e, 8 entries: number 1, O, carries -0.049; number 2, O, carries 0.085; number 3, O, carries 0.105; number 4, N, carries 0.053; number 5, N, carries 0.182; number 6, N, carries 0.172; number 7, C, carries -0.119; number 8, C, carries -0.145

[2]
A cluster of 4 separate species, C3H12O4 in total at a distorted geometry. Source: the Open Molecules 2025 dataset; level of theory: the ωB97M-V functional and the def2-TZVPD basis.

Summary:
- LUMO energy: 0.5 eV
- Energy relative to the best compared isomer or geometry (same formula, charge and spin): 214.1 kJ/mol
- Total energy: -11493.5433 eV
- Orbital gap: 9.092 eV

Structure (XYZ):
```
19
C3H12O4 (the ωB97M-V functional and the def2-TZVPD basis)
O 0.2003 -0.0054 0.3984
O 0.3405 1.0101 2.7148
O 3.1847 1.5240 0.6724
O -0.5192 3.1252 -1.0604
C 0.0210 -1.2212 -0.2562
C -1.0764 -1.9924 -0.1730
C -1.5631 -2.5589 -1.4854
H -1.6592 -1.9139 0.7548
H -1.2954 2.6392 -1.2921
H 3.8126 2.0709 0.1637
H 0.1325 -0.2573 1.3435
H 0.9911 1.6960 2.6835
H -1.2630 -1.9409 -2.3321
H -0.5091 1.4030 2.5395
H -1.5270 -3.6499 -1.4674
H 2.4007 1.5587 0.0982
H 0.8212 -1.5555 -0.9076
H -2.6609 -2.4086 -1.5228
H 0.1686 2.4770 -0.8717
```

Löwdin atomic charge list, values in e, 8 entries: number 1, O, carries -0.065; number 2, O, carries -0.028; number 3, O, carries -0.068; number 4, O, carries -0.046; number 5, C, carries -0.214; number 6, C, carries -0.155; number 7, C, carries -0.120; number 8, H, carries 0.105

[3]
A structure of composition C30H34Br2FMoN8O4STe at a distorted geometry. Source: the Open Molecules 2025 dataset; level of theory: the ωB97M-V functional and the def2-TZVPD basis.

Summary:
- LUMO energy (alpha / beta): -7.8 / -8.3 eV
- Charge: +3
- 2S+1: 3
- Energy relative to the best compared isomer or geometry (same formula, charge and spin): 3.7 kJ/mol
- Total energy: -214538.1399 eV
- <S²>: 2.024
- Orbital gap (alpha / beta): 6.047 / 5.650 eV

Structure (XYZ):
```
82
C30H34Br2FMoN8O4STe (the ωB97M-V functional and the def2-TZVPD basis)
Te 14.0758 10.4615 10.9079
Mo 13.7658 12.5791 12.7852
Br 11.5972 15.4820 8.8999
Br 16.9050 15.7739 7.1117
S 13.4124 14.4051 14.5433
F 8.9908 8.8947 16.0733
O 13.1046 13.7603 11.2670
O 12.9345 11.2734 14.1653
O 16.7126 12.1574 15.5449
O 15.3696 11.9196 13.7182
N 14.0207 10.1314 17.9295
N 9.5704 14.9613 14.7711
N 9.5508 8.4055 18.7562
N 15.5593 13.5437 11.7238
N 10.9374 13.6598 13.6177
N 7.7224 6.9888 20.3831
N 10.8857 15.2905 14.9733
N 11.4524 12.6870 12.6893
C 15.7431 15.3035 8.4754
C 10.4792 9.0217 17.8650
C 12.6815 9.9280 17.4908
C 9.6019 13.9782 13.9094
C 14.5943 11.2112 15.8387
C 8.4123 13.3040 13.3123
C 15.7069 11.8162 14.9833
C 16.8380 13.4220 12.0367
C 13.3238 10.9447 15.3453
C 14.8856 10.7789 17.1171
C 16.2253 14.6825 9.6344
C 14.3007 8.9306 12.3346
C 13.8843 10.8777 20.2497
C 17.8476 13.9271 11.1896
C 11.0694 9.9338 15.6973
C 11.7457 9.3232 18.3440
C 9.1794 6.7459 20.5308
C 9.8435 7.0524 19.1918
C 17.5316 14.5557 10.0198
C 7.3971 8.3681 19.8658
C 14.4098 9.8466 19.2855
C 12.3488 10.2804 16.1766
C 15.2446 14.1718 10.5654
C 8.1393 8.6392 18.5698
C 13.4335 15.0599 9.2429
C 11.7504 14.4679 14.3585
C 12.1511 9.8846 10.4083
C 13.8511 14.3173 10.3336
C 10.1808 9.2907 16.5198
C 14.3589 15.5261 8.2964
H 7.9975 9.6929 18.2532
H 14.2031 10.6035 21.2453
H 18.8764 13.7719 11.5416
H 11.6288 9.6158 11.3156
H 11.9699 9.0471 19.3721
H 12.7989 10.9875 20.1949
H 12.1998 8.9944 9.7912
H 15.0454 9.2892 13.0209
H 15.9010 10.9455 17.5005
H 6.3047 8.3924 19.6997
H 9.3312 5.7165 20.8200
H 14.5940 8.0189 11.8625
H 15.4884 9.8342 19.3352
H 9.5197 6.2890 18.4571
H 13.9799 16.0853 7.4612
H 11.5340 10.6520 9.9113
H 7.5267 13.9103 13.5396
H 8.2706 12.3080 13.7200
H 7.6322 9.0277 20.7014
H 7.2645 6.3046 19.7820
H 14.3207 11.8558 19.9976
H 10.9898 11.8116 12.8971
H 18.3059 14.9407 9.4080
H 8.5074 13.2704 12.2103
H 11.2762 13.0220 11.7480
H 9.5508 7.4430 21.3063
H 11.1523 15.9154 15.7093
H 14.0430 8.8786 19.6496
H 13.3359 8.7921 12.8498
H 7.6864 7.9668 17.8030
H 17.0997 12.8569 12.9222
H 10.9126 6.9068 19.3281
H 10.8250 10.0829 14.6631
H 7.3158 6.8702 21.2877
```

Löwdin atomic charge list, values in e, 8 entries: number 1, Te, carries 1.403; number 2, Mo, carries 1.436; number 3, Br, carries 0.793; number 4, Br, carries 0.896; number 5, S, carries 0.785; number 6, F, carries 0.101; number 7, O, carries -0.348; number 8, O, carries -0.259